Entry 1:
41
Properties=species:S:1:pos:R:3 method="wB97M-V/def2-TZVPD" spin_multiplicity=1 smiles="C[C@@H]1CN(c2cc(=O)n(-c3ccccc3)c(=O)[nH]2)C[C@H](C)O1" molar_mass_g_mol=301.35 homo_ha=-0.3080 gap_ev=8.98 charge=0
O -2.96662 -0.43193 0.93414
O 1.58295 -2.09809 -0.43668
O 2.24348 2.41587 -0.24051
N -0.15547 -0.71145 -0.75374
N -2.06137 0.62671 -1.16302
N 1.96159 0.15585 -0.34881
C 6.04456 -0.40494 0.42397
C -3.51163 -1.10732 -0.18062
C -3.26946 -2.59896 0.00764
C -2.85543 -0.54483 -1.47620
C 0.08271 1.61251 -0.68857
C 5.09871 -0.94703 1.27726
C 1.18246 -0.95814 -0.50013
C 5.64119 0.32045 -0.68404
C 4.29509 0.50069 -0.94655
C 3.75034 -0.76187 1.03027
C -0.72730 0.52851 -0.84726
C -2.86799 1.58095 -0.42735
C -2.48400 1.57042 2.09400
C -3.26199 0.95245 0.94082
C 1.48322 1.48589 -0.41407
C 3.35333 -0.04109 -0.08539
H -2.73774 2.62158 2.19543
H 3.00777 -1.17988 1.69210
H -4.34578 1.08565 1.10612
H 6.37659 0.74551 -1.35076
H -2.21226 -2.79781 0.16677
H -3.61549 -3.14683 -0.86472
H -2.31550 2.50346 -0.27169
H -3.75376 1.80232 -1.02877
H -2.24827 -1.29496 -1.98243
H 3.97281 1.06579 -1.80706
H -0.28326 2.61872 -0.78385
H -2.72912 1.05274 3.01712
H -0.72846 -1.54297 -0.77159
H 5.41010 -1.51241 2.14299
H -3.80823 -2.94901 0.88372
H -3.62917 -0.22351 -2.18169
H -1.41638 1.47259 1.91513
H -4.59865 -0.91848 -0.21523
H 7.09647 -0.54714 0.62323



Entry 2:
113
Properties=species:S:1:pos:R:3 method="wB97M-V/def2-TZVPD" spin_multiplicity=1 molar_mass_g_mol=738.65 homo_ha=-0.0737 gap_ev=3.27 charge=-1
Cu 0.36559 -0.01393 -0.60655
P -2.07599 0.37353 1.40930
Si 2.57092 -2.83025 0.45473
Si -0.79151 0.16176 -3.71310
O 2.11004 1.40955 -1.54190
N 2.70589 0.93010 -2.57583
N 2.29857 3.39925 3.30264
N -0.12404 -0.75672 -2.45168
N -0.71464 0.85620 0.88329
N 1.43009 -2.06300 -0.52523
N 2.13919 2.59177 0.97109
C 1.93688 1.45399 1.85373
C -1.33829 -0.32036 4.03009
C 1.07394 3.54453 1.16155
C -1.60455 2.08113 3.58305
C -0.53867 2.01249 -3.38057
C 2.05435 1.90733 3.32658
C -2.71359 -1.68457 -0.34940
C 3.59588 3.68720 2.61179
C 1.89665 -4.10841 1.71108
C 0.09835 -4.96811 -2.49959
C 4.05031 -0.07835 -4.77845
C 0.74570 -2.81246 -1.47700
C -3.61308 0.67119 3.96139
C 0.78840 -4.21270 -1.54913
C 3.98947 -3.64609 -0.52722
C -2.22629 0.70605 3.31459
C 0.01730 -0.14613 -5.40922
C 3.61624 -0.91187 -3.75821
C -3.50770 2.76028 1.16904
C 1.16202 4.11238 2.60749
C -2.65999 -0.12482 -4.03174
C -0.67565 -4.31585 -3.43773
C -3.25116 1.42039 -0.87085
C 2.94249 -0.40338 -2.66993
C -3.54749 1.32460 0.62839
C -3.57528 -2.11575 1.94106
C -0.05324 -2.13166 -2.47506
C -0.73606 -2.92315 -3.41065
C 3.52510 -1.64770 1.59693
C 3.43426 3.19147 1.14859
C 3.10720 1.75851 -3.57010
C 3.78333 1.27903 -4.66948
C -1.13866 -2.26902 1.44148
C -4.96648 0.77950 0.81852
C -2.42538 -1.48313 1.14773
H 1.06989 0.13325 -5.39800
H 2.58249 -0.98171 -1.81791
H 1.38141 -4.75778 -0.82134
H 0.03246 2.47017 -4.19579
H 4.31468 -2.24524 2.06765
H 1.12444 1.76490 3.87831
H 2.65688 0.68219 1.60704
H -3.86636 2.83483 2.19636
H -4.15957 3.38776 0.55237
H -5.67897 1.48318 0.37071
H 1.15319 4.35328 0.43192
H 2.90250 -1.24237 2.39778
H -5.24493 0.65631 1.86622
H -1.17665 -0.00221 5.06799
H 4.57555 -4.33523 0.08965
H 2.87738 1.45352 3.88120
H -3.79731 2.26946 -1.29822
H 3.77523 -1.98170 -3.79267
H 0.13646 3.00352 0.99163
H -1.79522 -1.30718 4.06409
H -2.49345 3.16214 1.11012
H 4.20192 2.45271 0.91611
H -1.23386 -3.26702 1.00136
H -0.37016 -0.41560 3.53228
H -3.21209 0.81924 -4.06247
H 4.36888 3.15061 3.16176
H -3.71638 -1.35274 -0.62420
H 0.93688 -4.51589 1.38823
H 3.77574 4.75973 2.69292
H 4.00399 -0.82866 1.05300
H 2.84715 2.79295 -3.40736
H -3.36168 -2.17512 3.00958
H -3.50882 0.79847 5.04707
H -1.36608 -2.42458 -4.14045
H -0.04490 -1.19617 -5.70371
H 2.35294 3.73489 4.25685
H -4.13147 -0.27206 3.79174
H -4.25186 1.47903 3.60360
H -1.23771 -4.86823 -4.18391
H 2.58757 -4.94535 1.85693
H -2.18282 1.57011 -1.03330
H -0.47931 0.45469 -6.18005
H -3.09507 -0.74384 -3.24403
H -1.23453 2.12933 4.61692
H -2.31685 2.89604 3.45688
H -2.82963 -0.64025 -4.98202
H -1.97799 -1.17209 -0.97468
H 4.56752 -0.47511 -5.64152
H -4.52647 -1.59819 1.80840
H 0.91394 1.06807 1.65490
H 3.61573 -4.19687 -1.39259
H 0.26609 3.92528 3.19642
H -3.71046 -3.14373 1.58725
H -0.78339 2.22633 2.88232
H -1.48872 2.54661 -3.30214
H -0.95272 -2.40103 2.50642
H 4.66916 -2.87004 -0.89464
H 3.54431 4.02744 0.45494
H 0.01708 2.15364 -2.45179
H 4.08207 1.97793 -5.43900
H 1.73824 -3.63614 2.68562
H 0.17094 -6.05070 -2.48428
H -2.64635 -2.75201 -0.58018
H -0.27474 -1.79678 0.97120
H 1.40509 5.17589 2.64171
H -5.10394 -0.17664 0.31431
H -3.55775 0.52997 -1.41099



Entry 3:
67
Properties=species:S:1:pos:R:3 method="wB97M-V/def2-TZVPD" spin_multiplicity=1 molar_mass_g_mol=512.54 homo_ha=-0.5208 gap_ev=7.20 charge=+2
Sc 0.72363 -0.61806 0.08084
O 2.05131 0.67391 0.19612
O -0.99798 0.07529 0.79988
O 2.84020 2.67645 -0.46878
O 0.54270 0.28114 -1.77424
C -4.67749 -0.24289 2.54912
C -3.59629 -1.07158 4.61793
C 4.32273 0.85565 -5.04015
C 1.15736 -2.80137 1.48455
C -1.41672 3.42478 -3.68451
C 0.79171 -2.98055 -1.31000
C -0.30401 -3.00593 -0.43329
C 1.38225 1.55152 -1.99204
C -1.21392 -1.00998 4.99253
C 0.36658 2.63544 -2.25823
C -2.11229 -0.23285 2.90121
C -0.88325 4.59770 -1.65658
C 3.98386 -0.16635 -4.16089
C -0.12439 -2.93444 0.95014
C 2.26141 -2.77199 0.62613
C -3.43545 -0.50631 3.36339
C 2.16621 1.72891 -0.68343
C 0.38937 0.11032 3.51008
C -1.65823 4.46769 -2.79785
C 2.07626 -2.85841 -0.75267
C -2.02456 0.12103 1.54008
C -2.50717 -1.34553 5.43294
C 0.12497 3.68242 -1.37748
C 2.36572 1.27571 -3.10607
C -0.98747 -0.44010 3.76608
C -2.68597 -1.95384 6.78785
C 2.71569 2.29814 -3.97958
C 3.69179 2.08488 -4.94421
C 0.60313 -3.11222 -2.79180
C -0.40190 2.52114 -3.41958
C 3.01574 0.04808 -3.19509
H 2.77627 -0.75770 -2.51177
H -1.30518 -3.09244 -0.83906
H -5.55401 -0.34343 3.18400
H -0.17869 1.74882 -4.15103
H 2.93921 -2.84765 -1.40691
H -2.22369 -2.94310 6.81467
H 1.12740 -0.35431 4.15935
H -2.00099 3.33272 -4.59000
H -0.17680 0.31190 -2.42370
H -4.78697 -0.95856 1.73223
H 0.73119 3.81951 -0.49299
H -0.34028 -2.67680 -3.11915
H 1.29897 -2.73478 2.55501
H -3.73532 -2.05347 7.05258
H -0.98343 -2.95588 1.60890
H 1.41775 -2.64798 -3.34493
H -2.94150 0.40201 1.02289
H -1.05417 5.42314 -0.97858
H 2.24163 3.26741 -3.90495
H 0.39464 1.18289 3.72370
H 0.57838 -4.17393 -3.04697
H 3.95870 2.88707 -5.61862
H 0.74407 0.05899 2.48419
H -2.43917 5.18627 -3.00746
H -2.18483 -1.34553 7.54205
H 4.48269 -1.12437 -4.22604
H -4.59433 -1.29351 4.97244
H 3.26124 -2.67571 1.02898
H -4.70123 0.76363 2.13165
H -0.37990 -1.15525 5.66917
H 5.08279 0.69216 -5.79204



Entry 4:
20
Properties=species:S:1:pos:R:3 method="wB97M-V/def2-TZVPD" spin_multiplicity=1 smiles="C[C@@H](N)CCC(N)=O" molar_mass_g_mol=116.16 homo_ha=-0.3429 gap_ev=10.31 charge=0
O -1.85898 1.71101 -1.73203
N 0.12708 2.41518 -0.94164
N -0.79547 0.26115 1.26896
C -0.11607 0.08794 -1.66718
C -0.70489 1.46833 -1.42774
C -0.18993 -0.95291 0.67189
C 0.67655 -0.54781 -0.53320
C 0.66964 -1.64119 1.69734
H -0.89290 -0.58407 -2.01262
H -0.89036 0.16242 2.27596
H 0.55515 0.23317 -2.51630
H 1.15546 -1.46819 -0.89170
H 1.42061 -0.95923 2.11808
H 1.01377 2.18403 -0.52991
H 0.12018 -2.04506 2.54510
H -0.28826 3.29046 -0.65458
H -1.72406 0.40229 0.88458
H 1.22363 -2.48125 1.26420
H 1.48728 0.07625 -0.15380
H -0.98844 -1.61254 0.33458



no.,energy (eV)
1,-27514.0877
2,-118054.0750
3,-61530.2899
4,-10408.0705